{
  "formula": "C6H16",
  "method": "ωB97M-V with the def2-TZVPD basis set",
  "species": ["C", "C", "C", "C", "H", "H", "H", "H", "H", "H", "H", "H", "H", "H", "C", "C", "H", "H", "H", "H", "H", "H"],
  "positions_angstrom": [[2.235, -0.508, -1.110], [0.792, 0.055, -1.087], [0.562, 1.191, -2.059], [-0.272, -1.033, -1.203], [2.571, -0.591, -2.140], [2.243, -1.472, -0.603], [2.924, 0.168, -0.598], [0.682, 0.480, -0.078], [0.740, 0.876, -3.094], [-0.464, 1.556, -1.939], [1.217, 2.042, -1.846], [-0.053, -1.864, -0.549], [-1.247, -0.600, -0.939], [-0.451, -1.321, -2.241], [-0.763, -0.222, 2.440], [-2.118, 0.464, 2.446], [0.021, 0.487, 2.208], [-0.485, -0.687, 3.388], [-0.768, -1.071, 1.753], [-2.098, 1.351, 3.083], [-2.966, -0.166, 2.724], [-2.302, 0.866, 1.442]],
  "mulliken_charge": [-1.40, 1.40, -1.48, -1.44, 0.32, 0.37, 0.36, -0.26, 0.35, 0.35, 0.38, 0.35, 0.29, 0.39, -0.65, -0.88, 0.21, 0.37, 0.12, 0.30, 0.29, 0.24],
  "e_homo_ev": -10.94,
  "lumo_ev": 1.03,
  "charge": 0,
  "relative_energy_kj_mol": 21.4
}

=====

{
  "formula": "C3H4N3",
  "method": "ωB97M-V with the def2-TZVPD basis set",
  "species": ["C", "C", "C", "N", "N", "N", "H", "H", "H", "H"],
  "positions_angstrom": [[0.858, 1.840, 0.418], [-0.171, 0.058, 0.110], [-0.500, -1.318, -0.314], [-0.254, 0.677, 1.348], [0.439, 1.722, 1.617], [0.598, 0.969, -0.567], [-1.610, -1.300, -0.536], [-0.310, -1.947, 0.604], [-0.120, -1.680, -1.226], [1.070, 0.979, -1.454]],
  "mulliken_charge": [0.44, 0.54, -0.93, 0.10, -0.37, -0.03, 0.31, 0.30, 0.37, 0.26],
  "e_homo_ev": [-16.02, -16.04],
  "lumo_ev": [-8.77, -8.78],
  "charge": 1,
  "relative_energy_kj_mol": 366.6
}

=====

{
  "formula": "C16H17NO2",
  "method": "ωB97M-V with the def2-TZVPD basis set",
  "species": ["C", "C", "C", "N", "C", "C", "C", "C", "O", "O", "C", "C", "C", "C", "C", "C", "C", "C", "C", "H", "H", "H", "H", "H", "H", "H", "H", "H", "H", "H", "H", "H", "H", "H", "H", "H"],
  "positions_angstrom": [[-1.430, -2.323, 1.986], [-0.302, -1.605, 1.498], [-0.148, -0.959, 0.081], [-0.029, 0.345, 0.102], [-1.011, 1.123, 0.314], [-2.598, 1.043, 0.733], [-3.156, 1.008, -1.048], [-4.143, -0.196, -0.823], [-4.124, -1.491, -0.310], [-5.284, 0.338, -1.505], [-0.479, 2.432, 0.661], [0.860, 2.201, 0.554], [1.117, 1.018, -0.031], [2.337, 0.361, -0.355], [2.549, -0.496, -1.415], [3.657, -0.846, -1.708], [4.720, -0.760, -1.020], [4.745, -0.241, 0.097], [3.539, 0.621, 0.573], [-1.583, -2.771, 2.910], [-2.254, -2.365, 1.275], [0.330, -1.470, 2.154], [-1.231, -1.310, -0.604], [0.590, -1.484, -0.341], [-2.993, 1.828, 1.222], [-2.654, 0.043, 1.270], [-2.377, 0.498, -1.479], [-3.568, 1.898, -1.176], [-6.072, -0.561, -1.366], [-0.956, 3.440, 0.760], [1.684, 3.128, 0.524], [1.767, -0.462, -2.131], [3.757, -1.705, -2.537], [5.801, -1.485, -1.119], [5.517, 0.068, 0.964], [3.424, 1.134, 1.291]],
  "mulliken_charge": [-0.84, -0.56, -0.82, 0.38, 0.55, -0.93, -0.81, 0.66, -0.58, -0.53, -0.58, -0.83, 0.64, 0.26, -0.35, -0.05, -0.25, -0.42, -1.40, 0.32, 0.14, 0.64, 0.26, 0.70, 0.55, 0.23, 0.39, 0.48, 0.41, 0.33, 0.17, 0.46, 0.14, 0.10, 0.19, 0.93],
  "e_homo_ev": -7.39,
  "lumo_ev": 0.45,
  "charge": 0,
  "relative_energy_kj_mol": 1516.3
}

=====

{
  "formula": "C4H37N2O13S",
  "method": "ωB97M-V with the def2-TZVPD basis set",
  "species": ["C", "N", "C", "N", "C", "C", "S", "H", "H", "H", "H", "H", "H", "H", "H", "H", "H", "H", "H", "H", "O", "H", "H", "O", "H", "H", "O", "H", "H", "O", "H", "H", "O", "H", "H", "O", "H", "H", "O", "H", "H", "O", "H", "H", "O", "H", "H", "O", "H", "H", "O", "H", "H", "O", "H", "H", "O"],
  "positions_angstrom": [[-1.540, -1.197, -0.497], [-0.895, -1.434, 0.798], [-1.582, -2.306, 1.736], [-1.309, -3.741, 1.647], [-0.639, -1.317, -1.714], [-0.135, 0.107, -2.165], [1.765, 0.188, -2.320], [-2.489, -1.749, -0.562], [-1.956, -0.180, -0.433], [0.097, -1.617, 0.688], [-2.631, -2.175, 1.416], [-1.543, -1.859, 2.745], [-1.490, -4.177, 2.539], [-0.358, -3.885, 1.353], [-1.122, -1.697, -2.616], [0.010, -2.173, -1.553], [-0.509, 0.336, -3.168], [-0.469, 0.704, -1.322], [0.742, -4.191, -2.511], [-0.161, -5.010, -1.461], [-0.154, -4.548, -2.286], [3.636, 2.574, 1.485], [3.228, 2.257, 2.929], [3.908, 2.086, 2.255], [-1.922, 4.352, -0.668], [-2.724, 3.722, 0.653], [-2.731, 4.021, -0.256], [-3.903, 0.466, 0.586], [-3.722, 1.903, 0.129], [-3.773, 1.358, 0.930], [2.689, -3.035, 2.689], [2.537, -3.337, 1.220], [2.547, -3.763, 2.085], [-2.423, 1.555, -2.791], [-3.084, 0.466, -1.948], [-3.253, 1.298, -2.400], [-0.061, 0.266, 1.819], [-1.187, 0.802, 2.796], [-0.251, 0.796, 2.612], [3.442, 1.930, -2.599], [2.569, 3.201, -2.251], [3.178, 2.817, -2.879], [2.169, 1.960, -0.692], [0.892, 1.897, 0.085], [1.698, 2.425, 0.029], [3.866, -0.903, 0.886], [2.816, -1.323, -0.157], [3.121, -1.466, 0.755], [-0.649, 2.383, 2.387], [-1.392, 3.203, 3.516], [-1.329, 3.090, 2.564], [-0.146, 4.072, 1.600], [0.814, 4.181, 0.546], [0.323, 4.788, 1.114], [1.268, -2.522, -3.657], [2.339, -2.519, -2.521], [1.877, -3.080, -3.163]],
  "mulliken_charge": [-0.54, 0.00, -0.73, -0.54, -0.14, -0.58, -0.64, 0.27, 0.05, 0.18, 0.29, 0.31, 0.23, 0.26, 0.29, 0.27, 0.21, 0.06, 0.42, 0.29, -0.66, 0.30, 0.30, -0.63, 0.31, 0.31, -0.65, 0.30, 0.36, -0.62, 0.29, 0.36, -0.64, 0.32, 0.36, -0.66, 0.32, 0.37, -0.77, 0.29, 0.36, -0.62, 0.12, 0.14, -0.35, 0.24, 0.25, -0.64, 0.51, 0.26, -0.67, 0.33, 0.38, -0.73, 0.34, 0.31, -0.75],
  "e_homo_ev": -4.69,
  "lumo_ev": 2.38,
  "charge": -1,
  "relative_energy_kj_mol": 259.8
}

=====

{
  "formula": "C2H6O4S",
  "method": "ωB97M-V with the def2-TZVPD basis set",
  "species": ["C", "S", "O", "O", "C", "O", "O", "H", "H", "H", "H", "H", "H"],
  "positions_angstrom": [[-1.393, 1.212, 0.087], [0.371, 0.818, -0.089], [1.126, 1.660, 0.785], [0.688, 0.818, -1.497], [0.470, -0.989, 0.360], [1.820, -1.208, 0.533], [-0.085, -1.634, -0.709], [-1.565, 2.169, -0.390], [-1.958, 0.432, -0.406], [-1.619, 1.266, 1.143], [-0.120, -1.207, 1.258], [2.024, -2.150, 0.440], [0.242, -1.188, -1.515]],
  "mulliken_charge": [-0.95, 1.11, -0.62, -0.68, 0.05, -0.48, -0.50, 0.35, 0.32, 0.35, 0.36, 0.33, 0.38],
  "e_homo_ev": -10.54,
  "lumo_ev": 0.59,
  "charge": 0,
  "relative_energy_kj_mol": 0.0
}

=====

{
  "formula": "C6H25NO7",
  "method": "ωB97M-V with the def2-TZVPD basis set",
  "species": ["C", "C", "C", "C", "C", "C", "N", "H", "H", "H", "H", "H", "H", "H", "H", "H", "H", "H", "H", "H", "O", "H", "H", "O", "H", "H", "O", "H", "H", "O", "H", "H", "O", "H", "H", "O", "H", "H", "O"],
  "positions_angstrom": [[-1.758, 2.220, 0.053], [-0.776, 2.269, 1.255], [0.643, 2.183, 0.771], [1.634, 1.961, 1.708], [3.020, 1.883, 1.286], [3.646, 0.841, 0.794], [-1.470, 1.228, -0.998], [-1.927, 3.180, -0.424], [-2.749, 2.118, 0.480], [-0.970, 1.271, 1.718], [-1.111, 3.067, 1.921], [0.856, 2.290, -0.265], [1.292, 1.732, 2.723], [3.488, 2.878, 1.418], [3.619, -0.204, 1.112], [4.650, 0.772, 0.378], [-0.496, 1.236, -1.263], [-1.828, 0.315, -0.712], [-1.121, 0.491, -3.532], [-0.842, -0.948, -4.040], [-0.429, -0.156, -3.683], [-3.646, -2.445, 0.295], [-2.464, -1.997, 1.038], [-2.960, -1.772, 0.232], [0.521, -3.974, -0.623], [1.843, -3.254, -0.529], [1.049, -3.442, -0.024], [1.341, -0.289, -2.993], [2.465, 0.230, -1.961], [2.042, -0.526, -2.373], [0.390, -2.293, 0.968], [0.809, -1.952, 2.296], [0.017, -1.810, 1.758], [-1.212, -2.420, -1.375], [0.097, -1.809, -2.102], [-0.443, -2.584, -1.934], [-1.969, -0.058, 1.567], [-3.000, 0.168, 2.646], [-2.250, -0.399, 2.416]],
  "lowdin_spin": [0.01, 0.07, 0.32, 0.36, 0.07, 0.02, 0.03, 0.01, 0.00, 0.04, 0.01, 0.01, 0.01, 0.03, 0.00, 0.00, 0.00, 0.00, 0.00, 0.00, 0.00, 0.00, 0.00, 0.00, 0.00, 0.00, 0.00, 0.00, 0.00, 0.00, 0.00, 0.00, 0.00, 0.00, 0.00, 0.00, 0.00, 0.00, 0.01],
  "e_homo_ev": [-13.17, -13.17],
  "lumo_ev": [-4.51, -8.40],
  "multiplicity": 2,
  "charge": 1,
  "relative_energy_kj_mol": 285.5
}

=====

Repeat the sixth record exactly.
{
  "formula": "C6H25NO7",
  "method": "ωB97M-V with the def2-TZVPD basis set",
  "species": ["C", "C", "C", "C", "C", "C", "N", "H", "H", "H", "H", "H", "H", "H", "H", "H", "H", "H", "H", "H", "O", "H", "H", "O", "H", "H", "O", "H", "H", "O", "H", "H", "O", "H", "H", "O", "H", "H", "O"],
  "positions_angstrom": [[-1.758, 2.220, 0.053], [-0.776, 2.269, 1.255], [0.643, 2.183, 0.771], [1.634, 1.961, 1.708], [3.020, 1.883, 1.286], [3.646, 0.841, 0.794], [-1.470, 1.228, -0.998], [-1.927, 3.180, -0.424], [-2.749, 2.118, 0.480], [-0.970, 1.271, 1.718], [-1.111, 3.067, 1.921], [0.856, 2.290, -0.265], [1.292, 1.732, 2.723], [3.488, 2.878, 1.418], [3.619, -0.204, 1.112], [4.650, 0.772, 0.378], [-0.496, 1.236, -1.263], [-1.828, 0.315, -0.712], [-1.121, 0.491, -3.532], [-0.842, -0.948, -4.040], [-0.429, -0.156, -3.683], [-3.646, -2.445, 0.295], [-2.464, -1.997, 1.038], [-2.960, -1.772, 0.232], [0.521, -3.974, -0.623], [1.843, -3.254, -0.529], [1.049, -3.442, -0.024], [1.341, -0.289, -2.993], [2.465, 0.230, -1.961], [2.042, -0.526, -2.373], [0.390, -2.293, 0.968], [0.809, -1.952, 2.296], [0.017, -1.810, 1.758], [-1.212, -2.420, -1.375], [0.097, -1.809, -2.102], [-0.443, -2.584, -1.934], [-1.969, -0.058, 1.567], [-3.000, 0.168, 2.646], [-2.250, -0.399, 2.416]],
  "lowdin_spin": [0.01, 0.07, 0.32, 0.36, 0.07, 0.02, 0.03, 0.01, 0.00, 0.04, 0.01, 0.01, 0.01, 0.03, 0.00, 0.00, 0.00, 0.00, 0.00, 0.00, 0.00, 0.00, 0.00, 0.00, 0.00, 0.00, 0.00, 0.00, 0.00, 0.00, 0.00, 0.00, 0.00, 0.00, 0.00, 0.00, 0.00, 0.00, 0.01],
  "e_homo_ev": [-13.17, -13.17],
  "lumo_ev": [-4.51, -8.40],
  "multiplicity": 2,
  "charge": 1,
  "relative_energy_kj_mol": 285.5
}

=====

> Number 5 is which compound?

C2H6O4S